Computed, not measured: a molecular structure, C16H52BO10V at a distorted geometry, with wB97M-V/def2-TZVPD.

Properties
F_max   5.36 eV/Å
HOMO energy   -9.451 eV
Lowest unoccupied orbital energy   -3.43 eV
Charge   0
Energy above the lowest of the compared OMol25 structures with the same formula, charge and spin   7.817 eV
Kohn-Sham gap   6.0 eV

Element x y z (Å)
C  5.806  0.138  2.168
C  -3.190  4.443  -0.260
H  1.769  -3.854  -5.508
H  -1.105  -5.055  -3.548
H  0.480  1.305  5.673
C  -0.214  1.883  5.063
H  -0.850  -0.148  -0.933
O  -5.123  -0.686  0.688
C  -4.346  -0.909  -3.994
H  5.845  -1.932  2.333
C  -0.278  -3.726  -4.990
B  -0.958  -0.330  0.125
C  1.695  3.507  4.783
C  -0.271  -5.012  -4.248
C  4.810  -1.239  4.086
H  -4.635  -1.531  -4.841
H  0.364  -2.282  4.309
H  4.075  -0.460  4.290
C  5.177  -1.114  2.601
H  -1.308  -3.671  -5.342
H  -0.810  2.541  5.696
C  -2.505  4.387  -1.623
H  -1.815  6.523  -1.570
H  -5.015  -2.499  1.592
H  -3.376  3.463  0.180
H  0.673  -3.519  3.189
H  -0.876  1.221  4.504
H  0.848  -2.534  -6.397
H  -3.322  6.151  -2.320
H  -3.094  3.651  -2.170
H  0.748  1.390  2.591
H  -5.088  -1.170  2.703
O  1.474  -3.387  -0.590
H  5.631  -1.027  4.772
C  0.723  2.604  4.022
O  0.171  -4.171  4.983
V  1.874  -1.967  -1.249
O  4.058  -1.268  1.836
H  2.528  2.958  5.222
H  6.033  0.028  1.107
O  3.149  -2.286  -2.173
H  -5.156  -0.288  -3.612
O  2.335  1.372  -2.433
H  5.100  0.967  2.210
O  -3.233  -0.042  -4.266
C  -2.311  5.768  -2.180
O  1.427  1.769  3.154
H  4.372  -2.201  4.352
H  0.056  -0.446  0.474
H  -4.185  4.888  -0.241
H  3.726  1.534  -3.965
H  2.091  4.220  4.060
H  -4.055  -1.764  -3.383
O  -0.158  -2.858  -3.851
H  -0.799  -2.173  -4.053
H  0.178  3.276  3.359
C  2.676  1.722  -3.739
H  -1.044  -3.010  3.611
H  -2.544  4.987  0.430
H  -0.189  -5.897  -4.880
H  2.100  1.067  -4.393
H  -1.564  -1.184  0.384
O  -1.301  3.703  -1.236
H  -0.713  -4.534  5.078
H  -4.168  -0.619  0.621
H  -3.453  0.859  -4.018
H  -6.558  -1.809  1.895
H  3.522  -0.587  2.249
C  -5.509  -1.544  1.769
H  0.678  -5.128  -3.725
H  1.184  4.099  5.543
H  -1.825  5.717  -3.154
H  2.496  2.740  -4.084
C  0.852  -3.556  -6.017
H  -1.429  0.553  0.527
H  6.685  0.507  2.697
C  -0.038  -3.234  3.964
H  1.880  2.156  -2.116
H  0.716  -4.276  -6.824
H  -1.596  2.830  -0.965

Results of the Löwdin charge analysis, in e, for atoms 1 through 8: number 1, C, carries -0.063; number 2, C, carries -0.080; number 3, H, carries 0.081; number 4, H, carries 0.092; number 5, H, carries 0.075; number 6, C, carries -0.040; number 7, H, carries -0.093; number 8, O, carries -0.132